1.
Molecular formula: C16H20F6N2O3
Method: DFT, ωB97M-V/def2-TZVPD

Output
**DFT total energy**: -1556.18070 hartree
**Frontier orbital gap**: 0.372 Eh
**Energy above the lowest of the compared OMol25 structures with the same formula, charge and spin**: 29.8 kJ/mol
**Highest occupied orbital energy**: -9.7 eV
**SMILES**: CCCCOC(=O)NC(NC[C@@H](O)c1ccccc1)(C(F)(F)F)C(F)(F)F

Atoms and positions in Å:
C (6.407, 0.687, -0.699)
C (5.598, 1.593, 0.220)
C (4.155, 1.125, 0.401)
C (3.346, 1.199, -0.891)
O (1.959, 0.944, -0.650)
C (1.621, -0.347, -0.529)
O (2.364, -1.280, -0.642)
N (0.269, -0.430, -0.292)
C (-0.423, -1.644, 0.073)
N (-1.723, -1.422, 0.624)
C (-1.884, -0.519, 1.750)
C (-2.370, 0.901, 1.376)
O (-1.283, 1.605, 0.801)
C (-3.568, 0.817, 0.460)
C (-4.845, 0.707, 0.996)
C (-5.942, 0.582, 0.164)
C (-5.773, 0.563, -1.211)
C (-4.505, 0.671, -1.752)
C (-3.404, 0.797, -0.921)
C (0.395, -2.488, 1.115)
F (1.190, -3.401, 0.577)
F (-0.433, -3.146, 1.937)
F (1.142, -1.698, 1.895)
C (-0.652, -2.509, -1.198)
F (-1.479, -1.853, -2.033)
F (-1.253, -3.664, -0.903)
F (0.437, -2.787, -1.893)
H (7.453, 0.985, -0.695)
H (6.044, 0.740, -1.722)
H (6.342, -0.346, -0.365)
H (5.602, 2.613, -0.174)
H (6.073, 1.616, 1.203)
H (4.143, 0.095, 0.760)
H (3.660, 1.751, 1.149)
H (3.715, 0.469, -1.617)
H (3.376, 2.204, -1.318)
H (-0.190, 0.442, -0.018)
H (-2.426, -1.243, -0.084)
H (-0.942, -0.432, 2.292)
H (-2.629, -0.968, 2.413)
H (-2.661, 1.399, 2.315)
H (-1.592, 2.450, 0.458)
H (-4.975, 0.721, 2.069)
H (-6.930, 0.500, 0.589)
H (-6.631, 0.464, -1.859)
H (-4.364, 0.654, -2.822)
H (-2.416, 0.884, -1.351)

=====

2.
Molecular formula: C16H20IMgN2OS5
Method: DFT, ωB97M-V/def2-TZVPD

Output
**DFT total energy**: -3295.19148 hartree
**Frontier orbital gap (spin up / spin down)**: 0.151 / 0.173 Eh
**Energy above the lowest of the compared OMol25 structures with the same formula, charge and spin**: 88.3 kJ/mol
**Total charge**: -2
**Highest occupied orbital energy (spin up / spin down)**: 0.2 / -0.4 eV
**2S+1**: 2

Atoms and positions in Å:
Mg (0.931, -0.782, 1.338)
C (-4.161, 1.170, 1.675)
C (-3.833, 1.779, 0.306)
S (-2.102, 1.558, -0.183)
C (-2.174, 0.416, -1.581)
C (-2.929, -0.887, -1.352)
S (-1.973, -2.149, -0.451)
C (-3.098, -2.609, 0.893)
C (-3.365, -1.556, 1.963)
S (-4.825, -0.516, 1.632)
H (-4.934, 1.764, 2.167)
H (-3.271, 1.151, 2.307)
H (-3.996, 2.859, 0.351)
H (-4.489, 1.378, -0.469)
H (-1.118, 0.228, -1.792)
H (-2.585, 0.928, -2.455)
H (-3.191, -1.307, -2.327)
H (-3.851, -0.732, -0.795)
H (-2.580, -3.454, 1.349)
H (-4.027, -2.980, 0.452)
H (-2.474, -0.929, 2.124)
H (-3.560, -2.057, 2.911)
O (2.793, -0.752, 0.694)
N (3.406, -1.524, -0.167)
C (4.488, -1.005, -0.787)
C (5.224, -1.735, -1.677)
C (4.819, -3.049, -1.943)
C (3.705, -3.551, -1.328)
C (2.938, -2.788, -0.412)
S (1.532, -3.328, 0.363)
H (4.690, 0.019, -0.513)
H (6.081, -1.284, -2.155)
H (5.375, -3.663, -2.642)
H (3.355, -4.554, -1.525)
S (-0.255, -0.323, 3.199)
I (1.524, 0.977, -3.056)
C (1.433, 2.300, -0.944)
C (1.815, 3.646, -1.006)
C (2.001, 4.347, 0.165)
C (1.950, 3.645, 1.369)
C (1.624, 2.302, 1.339)
N (1.304, 1.652, 0.206)
H (1.939, 4.116, -1.977)
H (2.163, 5.422, 0.157)
H (2.149, 4.128, 2.317)
H (1.550, 1.728, 2.260)

=====

3.
Molecular formula: C16H20IMgN2OS5
Method: DFT, ωB97M-V/def2-TZVPD

Output
**DFT total energy**: -3295.22511 hartree
**Frontier orbital gap**: 0.160 Eh
**Energy above the lowest of the compared OMol25 structures with the same formula, charge and spin**: 0.0 kJ/mol
**Total charge**: -2
**Highest occupied orbital energy**: -0.5 eV
**2S+1**: 2

Atoms and positions in Å:
Mg (-1.051, -1.943, -0.839)
C (3.265, 1.512, 4.346)
C (2.841, 0.050, 4.423)
S (1.296, -0.290, 3.524)
C (1.809, -1.585, 2.377)
C (2.740, -1.170, 1.249)
S (1.973, -0.010, 0.084)
C (2.930, 1.511, 0.316)
C (2.738, 2.301, 1.612)
S (4.084, 2.022, 2.815)
H (4.019, 1.719, 5.112)
H (2.419, 2.172, 4.548)
H (2.704, -0.223, 5.474)
H (3.629, -0.584, 4.017)
H (0.900, -1.985, 1.914)
H (2.247, -2.409, 2.945)
H (2.924, -2.072, 0.664)
H (3.681, -0.738, 1.602)
H (2.603, 2.132, -0.522)
H (3.992, 1.305, 0.154)
H (1.793, 2.040, 2.082)
H (2.738, 3.371, 1.397)
O (-3.115, -2.001, -0.812)
N (-3.838, -0.951, -0.497)
C (-5.143, -0.983, -0.841)
C (-6.003, 0.030, -0.518)
C (-5.493, 1.145, 0.146)
C (-4.157, 1.184, 0.455)
C (-3.283, 0.124, 0.144)
S (-1.616, 0.162, 0.516)
H (-5.415, -1.861, -1.403)
H (-7.032, -0.030, -0.839)
H (-6.136, 1.981, 0.393)
H (-3.715, 2.038, 0.949)
S (0.644, -3.413, -0.382)
I (-4.296, 0.008, -4.247)
C (-1.301, -0.185, -3.581)
C (-0.792, 0.457, -4.696)
C (0.489, 0.114, -5.089)
C (1.189, -0.854, -4.368)
C (0.591, -1.430, -3.267)
N (-0.654, -1.075, -2.871)
H (-1.399, 1.170, -5.236)
H (0.942, 0.587, -5.954)
H (2.188, -1.157, -4.653)
H (1.069, -2.186, -2.644)

=====

4.
Molecular formula: C16H20INO3PPtS3
Method: DFT, ωB97M-V/def2-TZVPD

Output
**DFT total energy**: -2854.88623 hartree
**Frontier orbital gap**: 0.225 Eh
**Energy above the lowest of the compared OMol25 structures with the same formula, charge and spin**: 110.1 kJ/mol
**Total charge**: +1
**Highest occupied orbital energy**: -11.4 eV

Atoms and positions in Å:
Pt (0.178, 0.987, -1.837)
I (-1.108, 1.277, -4.095)
C (-0.291, -0.519, -4.774)
C (-0.560, -0.956, -6.035)
C (0.011, -2.173, -6.462)
C (0.800, -2.887, -5.611)
C (1.065, -2.435, -4.295)
C (1.863, -3.196, -3.410)
C (2.098, -2.764, -2.140)
C (1.562, -1.539, -1.688)
C (0.810, -0.761, -2.527)
C (0.513, -1.205, -3.850)
H (-1.195, -0.391, -6.704)
H (-0.186, -2.527, -7.464)
H (1.240, -3.822, -5.931)
H (2.277, -4.132, -3.760)
H (2.698, -3.356, -1.463)
H (1.755, -1.215, -0.676)
O (0.361, 3.241, -0.559)
S (1.432, 2.498, 0.143)
N (1.561, 1.083, -0.356)
C (-2.407, 3.143, 1.560)
C (-1.333, 2.840, 2.574)
C (-1.836, 2.783, 3.998)
O (-0.623, 1.560, 2.325)
P (-1.064, 0.218, 1.665)
S (-2.892, -0.388, 1.872)
S (-1.459, 0.213, -0.344)
O (0.119, -0.748, 1.943)
C (0.779, -1.015, 3.238)
C (1.957, -0.079, 3.384)
C (-0.211, -0.953, 4.379)
H (-2.775, 4.148, 1.766)
H (-3.243, 2.449, 1.633)
H (-2.013, 3.134, 0.545)
H (-0.529, 3.570, 2.474)
H (-2.624, 2.035, 4.092)
H (-2.247, 3.752, 4.277)
H (-1.029, 2.542, 4.689)
H (1.125, -2.038, 3.099)
H (1.623, 0.951, 3.506)
H (2.611, -0.145, 2.516)
H (2.529, -0.361, 4.268)
H (-0.586, 0.061, 4.525)
H (0.295, -1.254, 5.296)
H (-1.051, -1.627, 4.215)

=====

5.
Molecular formula: C16H20N2O2S
Method: DFT, ωB97M-V/def2-TZVPD

Output
**DFT total energy**: -1279.91249 hartree
**Frontier orbital gap**: 0.329 Eh
**Energy above the lowest of the compared OMol25 structures with the same formula, charge and spin**: 57.3 kJ/mol
**Highest occupied orbital energy**: -8.3 eV
**SMILES**: Cc1ccc(N2C(=O)C[C@H](N3CCSCC3)C2=O)c(C)c1

Atoms and positions in Å:
C (2.831, -5.204, -1.329)
C (1.985, -3.988, -1.108)
C (1.679, -3.134, -2.160)
C (0.882, -2.026, -1.952)
C (0.378, -1.763, -0.687)
N (-0.452, -0.615, -0.515)
C (-1.671, -0.486, -1.159)
O (-2.163, -1.318, -1.869)
C (-2.244, 0.860, -0.780)
C (-1.251, 1.474, 0.214)
N (-0.873, 2.812, -0.222)
C (0.464, 3.287, 0.074)
C (0.718, 3.618, 1.542)
S (-0.350, 4.993, 2.076)
C (-1.925, 4.226, 1.573)
C (-1.880, 3.808, 0.104)
C (-0.109, 0.459, 0.272)
O (0.897, 0.531, 0.930)
C (0.652, -2.609, 0.385)
C (0.093, -2.349, 1.749)
C (1.464, -3.710, 0.148)
H (3.524, -5.050, -2.153)
H (3.395, -5.453, -0.433)
H (2.197, -6.056, -1.576)
H (2.068, -3.335, -3.147)
H (0.643, -1.360, -2.767)
H (-2.312, 1.475, -1.679)
H (-3.250, 0.731, -0.382)
H (-1.679, 1.480, 1.233)
H (1.188, 2.541, -0.256)
H (0.612, 4.191, -0.525)
H (1.742, 3.955, 1.687)
H (0.530, 2.756, 2.182)
H (-2.696, 4.976, 1.734)
H (-2.110, 3.378, 2.234)
H (-2.859, 3.419, -0.189)
H (-1.667, 4.691, -0.505)
H (0.221, -3.219, 2.387)
H (-0.968, -2.108, 1.692)
H (0.608, -1.504, 2.206)
H (1.690, -4.374, 0.970)

=====

6.
Molecular formula: C16H20N2O4S2
Method: DFT, ωB97M-V/def2-TZVPD

Output
**DFT total energy**: -1828.52923 hartree
**Frontier orbital gap**: 0.321 Eh
**Energy above the lowest of the compared OMol25 structures with the same formula, charge and spin**: 184.3 kJ/mol
**Highest occupied orbital energy**: -8.7 eV
**SMILES**: CCS(=O)(=O)N1CCN(S(=O)(=O)c2ccc3ccccc3c2)CC1

Atoms and positions in Å:
C (-2.111, 5.092, -3.745)
C (-1.149, 3.949, -3.501)
S (-1.425, 3.321, -1.817)
O (-1.109, 4.368, -0.890)
O (-2.729, 2.728, -1.764)
N (-0.259, 2.097, -1.768)
C (-0.762, 0.775, -1.459)
C (-0.961, 0.592, 0.046)
N (0.291, 0.873, 0.716)
S (0.253, 0.457, 2.352)
O (-0.981, 0.858, 2.965)
O (1.482, 0.918, 2.927)
C (0.297, -1.326, 2.214)
C (-0.807, -2.084, 2.619)
C (-0.768, -3.445, 2.496)
C (0.371, -4.089, 1.964)
C (0.440, -5.492, 1.828)
C (1.556, -6.090, 1.315)
C (2.657, -5.317, 0.913)
C (2.624, -3.955, 1.031)
C (1.487, -3.307, 1.557)
C (1.418, -1.904, 1.696)
C (0.733, 2.235, 0.479)
C (0.939, 2.432, -1.023)
H (-3.132, 4.736, -3.633)
H (-1.938, 5.873, -3.008)
H (-1.984, 5.507, -4.742)
H (-1.321, 3.108, -4.165)
H (-0.111, 4.261, -3.546)
H (-1.712, 0.660, -1.978)
H (-0.038, 0.044, -1.832)
H (-1.243, -0.437, 0.276)
H (-1.755, 1.269, 0.392)
H (-1.659, -1.563, 3.027)
H (-1.609, -4.049, 2.805)
H (-0.408, -6.085, 2.139)
H (1.601, -7.165, 1.215)
H (3.531, -5.808, 0.512)
H (3.467, -3.353, 0.727)
H (2.249, -1.281, 1.407)
H (1.662, 2.373, 1.032)
H (-0.012, 2.961, 0.832)
H (1.176, 3.475, -1.228)
H (1.747, 1.788, -1.382)

=====

7.
Molecular formula: C16H20N2O5S2
Method: DFT, ωB97M-V/def2-TZVPD

Output
**DFT total energy**: -1903.72857 hartree
**Frontier orbital gap**: 0.346 Eh
**Energy above the lowest of the compared OMol25 structures with the same formula, charge and spin**: 125.1 kJ/mol
**Highest occupied orbital energy**: -8.9 eV
**SMILES**: CCOc1ccc(S(=O)(=O)NNS(=O)(=O)c2ccc(C)cc2C)cc1

Atoms and positions in Å:
C (5.304, 1.668, 0.204)
C (4.639, 0.380, 0.679)
O (3.485, 0.623, 1.466)
C (2.319, 0.965, 0.878)
C (2.095, 1.035, -0.497)
C (0.833, 1.343, -0.971)
C (-0.197, 1.587, -0.087)
S (-1.809, 1.963, -0.727)
O (-2.078, 3.365, -0.623)
O (-1.966, 1.325, -2.009)
N (-2.844, 1.196, 0.362)
N (-3.182, -0.114, 0.060)
S (-2.201, -1.263, 0.835)
O (-2.935, -2.492, 0.786)
O (-1.901, -0.691, 2.112)
C (-0.706, -1.515, -0.133)
C (-0.780, -1.404, -1.509)
C (0.337, -1.651, -2.286)
C (1.536, -2.026, -1.691)
C (2.745, -2.292, -2.534)
C (1.576, -2.172, -0.312)
C (0.463, -1.937, 0.489)
C (0.530, -2.175, 1.960)
C (0.010, 1.553, 1.280)
C (1.264, 1.241, 1.759)
H (5.567, 2.283, 1.061)
H (4.637, 2.240, -0.436)
H (6.208, 1.431, -0.349)
H (5.313, -0.158, 1.351)
H (4.397, -0.273, -0.167)
H (2.884, 0.845, -1.205)
H (0.633, 1.389, -2.030)
H (-3.640, 1.763, 0.625)
H (-3.331, -0.270, -0.933)
H (-1.702, -1.115, -1.985)
H (0.274, -1.555, -3.359)
H (2.919, -1.467, -3.224)
H (3.631, -2.434, -1.920)
H (2.594, -3.191, -3.129)
H (2.494, -2.494, 0.160)
H (0.300, -1.264, 2.505)
H (1.516, -2.532, 2.248)
H (-0.219, -2.912, 2.246)
H (-0.811, 1.743, 1.949)
H (1.462, 1.195, 2.817)

=====

8.
Molecular formula: C16H20N4O5
Method: DFT, ωB97M-V/def2-TZVPD

Output
**DFT total energy**: -1216.97086 hartree
**Frontier orbital gap**: 0.303 Eh
**Energy above the lowest of the compared OMol25 structures with the same formula, charge and spin**: 0.0 kJ/mol
**Highest occupied orbital energy**: -9.0 eV
**SMILES**: COC(=O)c1nc(=O)[nH]c2ccccc12.CNC(=O)[C@H](C)NC(C)=O

Atoms and positions in Å:
C (-0.119, 3.819, 0.195)
O (0.550, 4.411, 1.320)
C (1.221, 3.596, 2.204)
O (1.636, 3.996, 3.290)
C (1.465, 2.140, 1.922)
N (2.157, 1.811, 0.845)
C (2.381, 0.479, 0.579)
O (2.891, 0.142, -0.473)
N (1.952, -0.523, 1.404)
C (1.148, -0.253, 2.492)
C (0.600, -1.289, 3.249)
C (-0.215, -0.999, 4.345)
C (-0.475, 0.332, 4.679)
C (0.066, 1.370, 3.913)
C (0.887, 1.084, 2.803)
H (-0.717, 4.582, -0.312)
H (0.599, 3.421, -0.529)
H (-0.793, 3.020, 0.517)
H (2.026, -1.467, 1.046)
H (0.792, -2.322, 2.981)
H (-0.646, -1.805, 4.932)
H (-1.105, 0.561, 5.534)
H (-0.164, 2.392, 4.204)
C (0.061, -3.616, -2.333)
N (-0.409, -3.213, -1.006)
C (-0.773, -1.987, -0.611)
O (-1.146, -1.827, 0.545)
C (-0.764, -0.813, -1.621)
C (-1.072, 0.545, -0.973)
N (-1.737, -1.037, -2.697)
C (-1.607, -0.754, -3.991)
C (-0.329, -0.130, -4.514)
O (-2.513, -1.013, -4.765)
H (0.867, -2.962, -2.670)
H (0.433, -4.642, -2.298)
H (-0.761, -3.572, -3.051)
H (-0.492, -3.927, -0.298)
H (0.245, -0.766, -2.033)
H (-2.085, 0.540, -0.569)
H (-0.371, 0.724, -0.160)
H (-0.979, 1.342, -1.711)
H (-2.623, -1.444, -2.439)
H (-0.448, 0.068, -5.579)
H (0.501, -0.819, -4.369)
H (-0.136, 0.806, -3.995)